# 1
DFT (wB97M-V/def2-TZVPD) results for a cluster of 4 separate species, C28H41ClNO12PS2 in total.

## Properties
Charge: 0
E, Ha: -3647.1103
Structure (SMILES): CCSCc1cccc2c1Sc1c(ccc(P(O)Cl)c1COO)N2.CCOC(=O)OC.CCOC(=O)OC.CCOC(=O)OC
Strongest force on any atom, Eh/bohr: 0.00828

Positions of all 86 atoms, in Å:
1 C 4.194 0.132 -1.161
2 C 2.873 -0.118 -1.895
3 S 2.157 1.392 -2.618
4 C 0.571 1.452 -1.762
5 C 0.633 1.448 -0.250
6 C 1.642 2.125 0.427
7 C 1.664 2.178 1.812
8 C 0.676 1.556 2.559
9 C -0.331 0.860 1.902
10 C -0.346 0.798 0.511
11 S -1.647 -0.140 -0.250
12 C -2.960 0.329 0.833
13 C -2.671 0.447 2.190
14 C -3.680 0.795 3.075
15 C -4.966 1.034 2.620
16 C -5.272 0.911 1.262
17 P -6.932 1.223 0.542
18 O -6.557 2.488 -0.433
19 Cl -7.838 2.178 2.145
20 C -4.255 0.543 0.360
21 C -4.555 0.386 -1.108
22 O -4.112 1.563 -1.773
23 O -4.931 1.757 -2.928
24 N -1.359 0.215 2.633
25 H 4.034 0.127 -0.081
26 H 4.602 1.111 -1.412
27 H 4.928 -0.640 -1.386
28 H 2.135 -0.543 -1.215
29 H 3.001 -0.813 -2.723
30 H -0.074 0.655 -2.127
31 H 0.099 2.388 -2.074
32 H 2.414 2.631 -0.140
33 H 2.456 2.717 2.317
34 H 0.680 1.599 3.643
35 H -3.461 0.904 4.132
36 H -5.727 1.332 3.325
37 H -5.781 2.983 -0.135
38 H -4.075 -0.511 -1.515
39 H -5.627 0.261 -1.264
40 H -5.745 2.121 -2.538
41 H -1.269 0.427 3.619
42 C 1.687 3.332 8.648
43 C 1.984 2.768 7.277
44 O 0.779 2.529 6.526
45 C 0.234 3.607 5.965
46 O 0.663 4.729 6.009
47 O -0.891 3.228 5.356
48 C -1.611 4.287 4.714
49 H 0.995 2.682 9.185
50 H 2.608 3.411 9.224
51 H 1.242 4.323 8.574
52 H 2.456 1.791 7.351
53 H 2.638 3.426 6.706
54 H -0.965 4.839 4.035
55 H -2.044 4.966 5.447
56 H -2.401 3.798 4.151
57 C 1.837 -0.749 -8.093
58 C 1.320 -2.081 -7.596
59 O 0.715 -1.965 -6.297
60 C -0.526 -1.479 -6.289
61 O -1.175 -1.170 -7.254
62 O -0.918 -1.372 -5.021
63 C -2.225 -0.816 -4.840
64 H 2.517 -0.309 -7.362
65 H 2.375 -0.886 -9.031
66 H 1.018 -0.053 -8.264
67 H 2.136 -2.787 -7.454
68 H 0.603 -2.517 -8.290
69 H -2.966 -1.359 -5.421
70 H -2.236 0.236 -5.118
71 H -2.438 -0.912 -3.779
72 C 4.203 -5.719 1.527
73 C 4.484 -6.277 0.149
74 O 3.308 -6.278 -0.676
75 C 2.990 -5.103 -1.216
76 O 3.603 -4.074 -1.088
77 O 1.859 -5.252 -1.903
78 C 1.374 -4.045 -2.498
79 H 3.378 -6.259 1.994
80 H 5.087 -5.822 2.157
81 H 3.939 -4.664 1.473
82 H 4.778 -7.323 0.206
83 H 5.277 -5.723 -0.353
84 H 2.147 -3.574 -3.102
85 H 1.039 -3.354 -1.726
86 H 0.536 -4.328 -3.128

Forces on atoms 1 to 6 (eV/Å):
C -0.1 0.0 0.2
C 0.1 0.0 -0.2
S 0.0 0.1 0.1
C -0.2 0.1 0.1
C 0.0 0.0 0.1
C 0.0 0.1 0.0

Atom charges from the Mulliken analysis, given in e for atoms 1 to 4: -1.211 0.019 -0.237 -0.535

# 2
DFT (wB97M-V/def2-TZVPD) results for a cluster of 2 separate species, C2H5F2NO3S in total at a distorted geometry.

## Properties
Charge: 0
E, Ha: -957.4721
Structure (SMILES): C=CN(F)S(=O)(=O)F.O
Strongest force on any atom, Eh/bohr: 0.04784

Positions of all 14 atoms, in Å:
1 C -0.627 0.822 0.504
2 C 0.513 0.167 0.621
3 N 1.675 0.443 -0.220
4 F 1.953 1.811 -0.066
5 S 1.351 0.158 -1.858
6 O 0.946 1.340 -2.523
7 O 0.478 -0.954 -1.903
8 F 2.716 -0.261 -2.411
9 H -0.829 1.508 -0.301
10 H -1.350 0.678 1.284
11 H 0.686 -0.586 1.366
12 O -2.245 -1.418 1.778
13 H -2.362 -2.217 1.255
14 H -2.905 -1.490 2.475

Forces on atoms 1 to 6 (eV/Å):
C 0.4 0.0 0.2
C 0.1 0.1 -0.2
N -0.2 -0.4 -0.1
F 0.3 0.0 -0.3
S -2.4 0.6 -0.2
O 0.7 0.4 0.0

Atom charges from the Mulliken analysis, given in e for atoms 1 to 4: -0.422 -0.288 -0.001 -0.172

# 3
DFT (wB97M-V/def2-TZVPD) results for a cluster of 8 separate species, C24H72O32P8 in total at a distorted geometry.

## Properties
Relative energy (zero: lowest compared OMol25 entry of this formula, charge and spin), eV: 0.0000
Charge: -1
E, Ha: -6096.7770
2S+1: 2
<S²>: 0.75
Strongest force on any atom, Eh/bohr: 0.08435

Positions of all 136 atoms, in Å:
1 C -16.087 10.992 -22.207
2 O -16.310 11.983 -21.282
3 P -16.113 11.638 -19.701
4 O -16.670 10.346 -19.230
5 O -14.497 11.695 -19.492
6 C -13.891 10.913 -18.455
7 O -16.650 12.947 -18.974
8 C -18.050 13.002 -18.673
9 H -16.904 10.272 -22.246
10 H -15.188 10.417 -21.984
11 H -15.954 11.381 -23.216
12 H -14.524 10.324 -17.792
13 H -13.293 11.586 -17.839
14 H -13.167 10.220 -18.883
15 H -18.517 13.862 -19.154
16 H -18.240 13.074 -17.602
17 H -18.691 12.191 -19.016
18 C -16.627 19.089 -22.887
19 O -17.240 17.853 -23.215
20 P -16.444 16.760 -24.145
21 O -16.020 17.302 -25.449
22 O -17.538 15.568 -24.329
23 C -18.243 14.924 -23.282
24 O -15.400 16.060 -23.164
25 C -14.693 14.952 -23.609
26 H -17.082 19.242 -21.908
27 H -17.058 19.952 -23.394
28 H -15.539 19.147 -22.920
29 H -18.305 13.853 -23.472
30 H -19.241 15.327 -23.106
31 H -17.712 14.992 -22.332
32 H -13.762 14.895 -23.044
33 H -14.433 14.901 -24.666
34 H -15.249 14.031 -23.433
35 C -20.569 16.285 -17.497
36 O -19.570 17.096 -16.941
37 P -19.214 16.976 -15.379
38 O -18.696 15.628 -14.974
39 O -20.571 17.441 -14.621
40 C -21.056 18.797 -14.736
41 O -18.094 18.116 -15.181
42 C -16.818 17.847 -15.678
43 H -20.947 15.510 -16.831
44 H -20.215 15.776 -18.393
45 H -21.441 16.812 -17.885
46 H -20.690 19.211 -15.676
47 H -20.735 19.314 -13.833
48 H -22.132 18.828 -14.913
49 H -16.507 18.858 -15.942
50 H -16.849 17.310 -16.626
51 H -16.173 17.454 -14.892
52 C -14.450 15.158 -18.609
53 O -14.538 16.126 -19.570
54 P -14.263 17.650 -19.206
55 O -13.043 17.886 -18.335
56 O -14.296 18.388 -20.624
57 C -13.190 18.441 -21.573
58 O -15.711 18.064 -18.559
59 C -16.888 17.728 -19.260
60 H -13.962 14.306 -19.085
61 H -15.452 14.972 -18.223
62 H -13.807 15.359 -17.753
63 H -13.102 19.488 -21.861
64 H -13.471 18.023 -22.540
65 H -12.204 18.089 -21.267
66 H -17.433 18.643 -19.491
67 H -17.500 17.056 -18.659
68 H -16.792 17.203 -20.210
69 C -14.627 20.759 -14.821
70 O -14.053 19.478 -14.862
71 P -13.471 18.868 -13.457
72 O -12.570 19.813 -12.694
73 O -14.774 18.371 -12.589
74 C -14.639 17.637 -11.355
75 O -12.697 17.450 -13.933
76 C -13.404 16.328 -14.450
77 H -13.901 21.561 -14.685
78 H -15.326 20.967 -14.011
79 H -15.112 20.949 -15.778
80 H -13.632 17.581 -10.944
81 H -14.983 16.623 -11.560
82 H -15.197 18.142 -10.567
83 H -12.652 15.833 -15.065
84 H -14.224 16.718 -15.053
85 H -13.528 15.685 -13.579
86 C -16.793 21.799 -19.616
87 O -15.468 21.628 -20.153
88 P -14.294 22.759 -19.963
89 O -14.767 24.163 -20.093
90 O -13.702 22.325 -18.490
91 C -13.333 21.036 -18.222
92 O -13.220 22.233 -21.042
93 C -13.451 22.446 -22.461
94 H -16.849 21.160 -18.735
95 H -17.546 21.593 -20.377
96 H -16.911 22.780 -19.157
97 H -12.668 20.710 -19.022
98 H -14.154 20.323 -18.153
99 H -12.675 21.034 -17.353
100 H -14.003 23.365 -22.658
101 H -13.972 21.622 -22.949
102 H -12.460 22.520 -22.910
103 C -10.517 15.984 -20.036
104 O -10.597 16.045 -21.446
105 P -10.541 14.614 -22.242
106 O -9.248 13.888 -22.142
107 O -11.752 13.806 -21.635
108 C -12.134 12.527 -22.100
109 O -11.044 15.043 -23.726
110 C -10.161 15.821 -24.547
111 H -11.369 16.513 -19.608
112 H -9.617 16.471 -19.661
113 H -10.487 14.962 -19.659
114 H -11.590 12.264 -23.007
115 H -13.217 12.556 -22.225
116 H -11.891 11.746 -21.380
117 H -10.223 15.548 -25.600
118 H -9.100 15.681 -24.340
119 H -10.336 16.895 -24.486
120 C -14.455 18.943 -30.382
121 O -13.508 19.389 -29.391
122 P -12.364 18.428 -28.826
123 O -12.677 16.989 -28.828
124 O -11.059 18.805 -29.726
125 C -10.596 20.137 -29.966
126 O -12.122 19.096 -27.370
127 C -13.066 18.889 -26.317
128 H -15.440 19.323 -30.112
129 H -14.558 17.860 -30.440
130 H -14.177 19.346 -31.356
131 H -10.610 20.371 -31.030
132 H -9.570 20.131 -29.597
133 H -11.212 20.886 -29.467
134 H -12.718 18.560 -25.338
135 H -13.812 18.161 -26.637
136 H -13.631 19.785 -26.063

Forces on atoms 1 to 6 (eV/Å):
C 0.4 -2.0 -1.3
O 0.1 1.3 2.5
P 0.3 -0.8 0.2
O 0.3 1.1 -0.7
O -1.5 0.0 -0.2
C 1.0 0.0 0.4

Atom charges from the Mulliken analysis, given in e for atoms 1 to 4: -1.071 0.156 1.134 -0.817

# 4
DFT (wB97M-V/def2-TZVPD) results for a structure of composition C36H53AsBrINO4P2RuS4 at a distorted geometry.

## Properties
Relative energy (zero: lowest compared OMol25 entry of this formula, charge and spin), eV: 0.3475
Charge: -2
E, Ha: -9237.5087
2S+1: 2
<S²>: 0.76
Strongest force on any atom, Eh/bohr: 0.02062

Positions of all 104 atoms, in Å:
1 Ru -0.750 -0.089 1.612
2 C 1.331 -2.827 0.242
3 C 0.352 -3.332 1.294
4 C 0.844 -4.655 1.879
5 P -0.027 -1.989 2.541
6 C -0.881 -3.006 3.828
7 C -2.269 -3.389 3.307
8 C -0.967 -2.457 5.254
9 C 1.588 -1.484 3.164
10 C 2.333 -2.154 4.126
11 C 3.553 -1.666 4.572
12 C 4.363 -2.393 5.614
13 C 3.993 -0.460 4.023
14 C 3.271 0.227 3.068
15 C 2.041 -0.273 2.597
16 N 1.258 0.344 1.645
17 C 1.864 1.434 0.941
18 C 2.986 1.207 0.126
19 C 3.538 -0.169 -0.109
20 C 3.611 2.280 -0.503
21 C 3.162 3.581 -0.357
22 C 3.850 4.737 -1.037
23 C 2.045 3.787 0.439
24 C 1.382 2.746 1.082
25 C 0.164 3.076 1.897
26 H 1.448 -3.576 -0.548
27 H 2.311 -2.652 0.691
28 H 0.990 -1.903 -0.228
29 H -0.601 -3.518 0.787
30 H 1.711 -4.501 2.528
31 H 1.160 -5.306 1.059
32 H 0.076 -5.186 2.443
33 H -0.267 -3.907 3.869
34 H -2.901 -2.504 3.212
35 H -2.757 -4.064 4.016
36 H -2.225 -3.900 2.340
37 H -1.783 -1.747 5.357
38 H -0.046 -1.966 5.565
39 H -1.160 -3.299 5.930
40 H 1.942 -3.072 4.554
41 H 3.832 -3.278 5.966
42 H 4.565 -1.759 6.481
43 H 5.329 -2.719 5.217
44 H 4.933 -0.037 4.368
45 H 3.645 1.166 2.680
46 H 2.798 -0.762 -0.644
47 H 3.788 -0.676 0.825
48 H 4.443 -0.109 -0.716
49 H 4.471 2.082 -1.135
50 H 4.665 4.388 -1.673
51 H 4.266 5.437 -0.307
52 H 3.152 5.299 -1.663
53 H 1.669 4.797 0.574
54 H 0.026 4.156 1.957
55 H 0.217 2.673 2.906
56 H -0.744 2.668 1.442
57 S -4.230 -0.419 5.029
58 As -3.089 0.876 3.814
59 S -0.883 0.424 3.886
60 S -3.073 0.257 1.683
61 S -3.391 2.943 4.072
62 Br -4.345 -3.834 -3.444
63 C -4.551 -2.003 -2.973
64 C -5.406 -1.250 -3.768
65 C -5.579 0.094 -3.499
66 C -4.893 0.682 -2.447
67 C -4.036 -0.065 -1.658
68 C -3.864 -1.424 -1.912
69 I -2.571 -2.521 -0.699
70 H -5.922 -1.726 -4.591
71 H -6.249 0.680 -4.116
72 H -5.021 1.736 -2.232
73 H -3.473 0.403 -0.865
74 C -1.160 3.765 -1.282
75 C -0.592 3.214 -2.588
76 C 0.412 4.200 -3.176
77 C -1.731 2.968 -3.576
78 O 0.192 2.025 -2.374
79 P -0.336 0.592 -1.837
80 O 0.848 -0.291 -1.666
81 O -1.275 0.848 -0.669
82 O -1.262 0.033 -3.045
83 C -0.767 -0.618 -4.227
84 C 0.484 0.057 -4.780
85 C -0.484 -2.086 -3.913
86 C -1.914 -0.508 -5.230
87 H -1.686 4.702 -1.487
88 H -0.355 3.960 -0.577
89 H -1.849 3.057 -0.826
90 H -0.060 5.169 -3.353
91 H 0.809 3.818 -4.119
92 H 1.243 4.326 -2.480
93 H -2.244 3.912 -3.773
94 H -2.450 2.252 -3.179
95 H -1.348 2.571 -4.518
96 H 1.303 -0.003 -4.063
97 H 0.296 1.109 -5.003
98 H 0.769 -0.455 -5.702
99 H 0.257 -2.147 -3.117
100 H -0.109 -2.598 -4.804
101 H -1.398 -2.581 -3.586
102 H -2.126 0.539 -5.459
103 H -2.816 -0.954 -4.811
104 H -1.658 -1.027 -6.157

Forces on atoms 1 to 6 (eV/Å):
Ru -0.3 0.6 -0.2
C 0.0 0.1 0.0
C -0.1 0.0 -0.1
C 0.0 0.0 0.0
P 0.0 -0.1 -0.2
C -0.1 0.2 0.1

Atom charges from the Mulliken analysis, given in e for atoms 1 to 4: 0.625 -1.449 1.665 -1.738

# 5
DFT (wB97M-V/def2-TZVPD) results for an isolated molecule of C3H5NO2.

## Properties
Relative energy (zero: lowest compared OMol25 entry of this formula, charge and spin), eV: 1.8458
Charge: 0
E, Ha: -322.5065
Structure (SMILES): [H]/N=C/OCC=O
Strongest force on any atom, Eh/bohr: 0.01346

Positions of all 11 atoms, in Å:
1 N -1.574 0.252 -0.918
2 C -0.598 -0.462 -1.276
3 O 0.657 -0.307 -0.805
4 C 0.826 0.601 0.283
5 C 0.638 -0.179 1.580
6 O -0.429 -0.616 1.932
7 H -2.421 -0.045 -1.397
8 H -0.600 -1.280 -2.003
9 H 0.098 1.416 0.228
10 H 1.847 0.983 0.199
11 H 1.556 -0.363 2.176

Forces on atoms 1 to 6 (eV/Å):
N 0.2 -0.3 -0.2
C -0.3 0.1 0.0
O -0.1 0.0 0.0
C 0.0 0.1 0.0
C -0.4 -0.2 0.2
O 0.6 0.2 -0.1

Atom charges from the Mulliken analysis, given in e for atoms 1 to 4: -0.601 0.165 -0.358 -0.308

# 6
DFT (wB97M-V/def2-TZVPD) results for the ion C4H10FN2O with charge +1 at a distorted geometry.

## Properties
Relative energy (zero: lowest compared OMol25 entry of this formula, charge and spin), eV: 0.4028
Charge: +1
E, Ha: -442.6879
Structure (SMILES): CC(C)(F)/C(N)=[NH+]/O
Strongest force on any atom, Eh/bohr: 0.09826

Positions of all 18 atoms, in Å:
1 C 0.126 -0.707 0.900
2 C 0.600 0.154 -1.688
3 C -1.614 0.777 -0.436
4 C -0.517 -0.211 -0.778
5 N -0.471 -1.688 1.475
6 N 0.996 0.095 1.411
7 O 1.167 -0.151 2.845
8 F -1.080 -1.454 -1.061
9 H 1.398 -0.618 -1.658
10 H 0.901 1.207 -1.474
11 H 0.147 0.154 -2.598
12 H -2.044 1.110 -1.380
13 H -2.484 0.329 -0.102
14 H -1.302 1.712 0.198
15 H -1.066 -2.304 0.876
16 H -0.198 -2.035 2.487
17 H 1.069 1.110 1.123
18 H 2.112 -0.117 3.178

Forces on atoms 1 to 6 (eV/Å):
C -1.9 1.6 -3.8
C 1.0 0.1 2.7
C 1.6 2.3 -1.0
C 0.3 -1.9 4.7
N 0.2 -2.5 2.2
N 1.8 1.3 2.8

Atom charges from the Mulliken analysis, given in e for atoms 1 to 4: 0.273 -1.246 -1.199 0.877

Question: Which of these has the lowest strongest force on any atom?
Answer: C28H41ClNO12PS2